C24H20N2O6 | ωB97M-V/def2-TZVPD

XYZ file:
```
52
Properties=species:S:1:pos:R:3:lowdin_charge:R:1
C -2.26634 -0.62708 -4.40562 -0.51
C -0.79179 2.07813 1.24544 -0.02
O 2.13981 1.32649 3.18126 0.08
H 2.59538 7.29514 -0.94008 0.09
H -3.36831 -0.71201 -6.23364 0.09
C -0.87261 -2.16602 0.42988 -0.39
H -0.95955 5.00113 -0.46119 0.12
C -1.44434 -4.20547 -0.96094 -0.03
H 0.43386 -3.67402 0.58171 0.13
C 1.93592 -3.74371 4.08597 -0.09
O -1.24113 -0.20655 -3.95112 0.13
N 0.16314 -2.80340 1.01994 0.15
C -0.54995 4.18922 0.11940 0.00
C 1.21227 1.06240 2.44202 -0.41
C 1.25621 -3.77663 2.88564 -0.03
H 2.72270 -2.47556 5.62287 0.10
H -2.50616 0.82479 -5.94432 0.09
C 0.78758 4.22786 0.49243 -0.21
C -2.34357 -2.54460 -2.98935 -0.21
C 2.75975 5.23838 -0.37094 -0.52
C 2.19241 -2.52146 4.68443 -0.08
C -1.96777 -4.74745 -2.12210 -0.06
N 0.70246 -0.18497 2.24468 0.15
C -1.37334 -2.82423 -0.81211 -0.12
C 0.81634 -2.61057 2.26286 -0.14
O -2.85699 -1.78036 -4.02287 0.07
C 1.09185 -1.36876 2.86017 -0.14
H -2.81327 -4.33457 -4.05394 0.12
H 1.99194 -0.40211 4.52930 0.11
C 0.54958 2.11755 1.61263 -0.11
C -3.08084 0.02466 -5.48867 0.03
C -2.40787 -3.92521 -3.14221 0.01
H -2.37430 3.08886 0.22591 0.11
H -1.13264 -4.86609 -0.16447 0.11
H 4.17731 6.53905 -1.28958 0.09
H -1.80200 -0.92270 -1.68176 0.13
C 1.33619 3.20575 1.24644 0.07
H 1.05595 -4.72796 2.41084 0.11
C -1.33217 3.11682 0.50635 -0.06
H 3.73268 6.97059 0.36918 0.09
H -3.98748 0.43468 -5.04798 0.09
H -2.03299 -5.81900 -2.23376 0.11
H 2.26269 -4.66352 4.54566 0.10
O -1.37588 -1.12729 0.83472 0.06
H -0.08129 -0.28069 1.59591 0.08
H 2.36948 3.23000 1.55543 0.13
C -1.84273 -1.99104 -1.82274 0.07
H -1.42761 1.25802 1.54054 0.10
O 3.30273 4.19830 -0.61565 0.13
C 3.35489 6.60542 -0.58415 0.03
C 1.77480 -1.35537 4.07823 0.00
O 1.51498 5.35515 0.12936 0.06
```

relative energy (zero: lowest compared OMol25 entry of this formula, charge and spin): 0.0 kcal/mol
LUMO energy: 0.0112 Ha
2S+1: 1
frontier orbital gap: 0.317 Eh
SMILES: CC(=O)Oc1cccc(C(=O)Nc2ccccc2NC(=O)c2cccc(OC(C)=O)c2)c1
net charge: 0